1.
Entry from the Open Molecules 2025 dataset: C28H64AlB3CaCl4F4N2O21SV as an isolated structure (ωB97M-V with the def2-TZVPD basis set).

Geometry as XYZ:
```
130
Properties=species:S:1:pos:R:3:lowdin_charge:R:1
C -0.060 -5.986 -0.922 -0.069
C -1.246 -6.541 -0.110 -0.270
O -2.444 -6.658 -0.875 -0.149
C -3.547 -6.009 -0.254 -0.173
C -3.394 -4.489 -0.514 -0.187
O -4.634 -3.782 -0.438 -0.135
C -4.480 -2.491 0.102 -0.181
C -3.425 -1.647 -0.675 -0.180
O -3.488 -0.287 -0.267 -0.142
C -2.767 0.530 -1.183 -0.072
B -1.186 0.472 -0.940 -0.463
O -0.256 0.569 -2.006 0.262
B 0.144 -0.777 -2.201 -0.534
C 0.598 -1.325 -3.611 0.049
O 0.072 -1.615 -1.059 0.238
B 0.184 -0.899 0.153 -0.523
C 1.191 -1.450 1.263 -0.023
C 2.213 -2.451 0.709 -0.404
C 3.067 -2.180 -0.560 -0.012
N 2.391 -3.537 1.355 0.121
O -0.612 0.259 0.340 0.226
H 0.057 -6.464 -1.906 0.079
H -0.105 -4.891 -1.054 0.062
H 0.861 -6.210 -0.354 0.074
H -1.391 -5.860 0.751 0.110
H -0.996 -7.529 0.316 0.122
H -4.495 -6.367 -0.677 0.131
H -3.540 -6.198 0.835 0.128
H -2.707 -4.093 0.263 0.117
H -2.934 -4.297 -1.499 0.140
H -5.458 -1.987 0.094 0.118
H -4.128 -2.559 1.151 0.134
H -3.578 -1.771 -1.762 0.146
H -2.438 -2.033 -0.352 0.117
H -3.104 1.581 -1.141 0.132
H -2.932 0.200 -2.231 0.133
H 1.009 -2.344 -3.583 0.072
H -0.288 -1.371 -4.272 0.083
H 1.366 -0.636 -3.997 0.080
H 1.765 -0.571 1.615 0.064
H 0.655 -1.933 2.096 0.116
H 3.038 -1.122 -0.862 0.075
H 4.105 -2.413 -0.272 0.086
H 2.800 -2.857 -1.384 0.090
H 3.097 -4.108 0.886 0.052
C -9.167 -1.560 -0.753 -0.031
C -9.539 -0.760 -1.993 -0.296
C -8.368 0.006 -2.610 -0.158
O -8.068 1.157 -1.831 -0.188
C -6.959 1.023 -0.943 -0.072
N -10.556 0.270 -1.610 0.229
H -8.922 -0.915 0.093 0.080
H -9.996 -2.201 -0.445 0.091
H -8.311 -2.202 -0.955 0.092
H -10.003 -1.413 -2.732 0.165
H -8.673 0.375 -3.594 0.145
H -7.499 -0.635 -2.759 0.134
H -6.223 0.306 -1.309 0.080
H -7.307 0.720 0.048 0.082
H -6.483 1.998 -0.851 0.094
H -11.280 -0.082 -0.987 0.175
H -11.008 0.677 -2.441 0.142
H -10.059 1.042 -1.148 0.162
C -0.333 2.004 3.494 -1.999
Cl 1.217 1.717 2.699 0.602
Cl -1.115 0.459 3.839 0.587
Cl -0.027 2.895 5.002 0.529
Cl -1.381 2.980 2.453 0.554
C 4.645 -3.504 -7.549 -0.065
C 3.908 -2.392 -6.832 -0.211
O 4.338 -2.264 -5.466 0.027
C 5.532 -1.698 -5.289 -0.613
O 6.264 -1.290 -6.150 0.130
O 5.784 -1.686 -3.975 -0.003
C 7.092 -1.215 -3.643 -0.039
H 4.545 -4.444 -7.003 0.083
H 4.251 -3.637 -8.557 0.083
H 5.710 -3.289 -7.626 0.075
H 2.845 -2.628 -6.790 0.119
H 4.010 -1.439 -7.353 0.125
H 7.278 -0.232 -4.071 0.096
H 7.843 -1.926 -3.985 0.100
H 7.142 -1.143 -2.559 0.089
O 2.708 7.698 4.768 -0.353
S 2.095 6.362 4.858 0.160
O 0.614 6.518 4.812 -0.477
O 2.485 5.669 6.094 -0.289
O 2.509 5.574 3.660 -0.488
C 4.064 3.448 -1.869 -0.074
C 3.884 2.073 -1.247 -0.286
O 5.103 1.417 -0.956 -0.162
C 5.968 2.073 -0.042 -0.269
C 5.354 2.279 1.331 -0.078
H 4.684 3.386 -2.764 0.087
H 3.095 3.872 -2.142 0.074
H 4.550 4.142 -1.180 0.064
H 3.356 1.428 -1.952 0.115
H 3.256 2.131 -0.348 0.098
H 6.316 3.022 -0.461 0.110
H 6.846 1.434 0.053 0.122
H 4.492 2.949 1.295 0.060
H 6.085 2.713 2.014 0.081
H 5.012 1.326 1.742 0.078
C 4.734 3.176 5.782 -0.068
C 5.331 1.824 5.452 -0.204
O 6.747 1.905 5.255 0.038
C 7.470 2.043 6.369 -0.607
O 7.041 2.085 7.493 0.123
O 8.753 2.130 6.018 0.009
C 9.643 2.372 7.111 -0.035
H 4.989 3.911 5.016 0.088
H 3.647 3.109 5.855 0.034
H 5.113 3.561 6.729 0.082
H 4.917 1.460 4.512 0.112
H 5.100 1.081 6.218 0.126
H 9.518 1.624 7.891 0.097
H 9.478 3.371 7.513 0.100
H 10.654 2.310 6.719 0.095
O -0.397 3.495 9.509 -0.365
V 0.932 3.088 8.510 1.396
O 2.255 2.624 7.522 -0.340
Ca 1.234 7.139 2.657 1.642
O -2.312 7.705 4.063 -0.066
H -1.660 7.675 4.774 0.017
H -3.026 7.143 4.380 0.043
F -12.576 1.011 -3.847 -0.235
Al -12.556 1.346 -5.580 -0.040
F -14.129 1.079 -6.230 -0.209
F -11.409 0.282 -6.324 -0.226
F -12.077 2.987 -5.823 -0.217
```

Computed properties:
Net charge   +1
E   -200598.6860 eV
Lowest unoccupied orbital energy   -9.49 eV



2.
Entry from the Open Molecules 2025 dataset: a 5-piece molecular cluster, C2H12O5 overall (ωB97M-V with the def2-TZVPD basis set).

Geometry as XYZ:
```
19
Properties=species:S:1:pos:R:3:lowdin_charge:R:1
C -1.906 -0.660 1.402 -0.039
C -0.733 -1.376 1.956 -0.261
O 0.358 -1.462 1.425 0.018
H -2.715 -1.394 1.234 0.099
H -1.807 -0.325 0.367 0.065
H -2.261 0.155 2.017 0.083
H -0.844 -2.105 2.789 0.127
O 1.820 2.158 1.247 -0.062
H 1.312 2.714 0.677 -0.002
H 2.397 1.643 0.683 0.015
O 1.253 -0.586 -1.054 -0.078
H 2.069 -1.084 -1.101 0.075
H 0.919 -0.665 -0.119 0.044
O 1.389 1.969 -1.492 -0.082
H 0.630 2.498 -1.705 0.028
H 1.233 1.020 -1.732 0.014
O -1.393 -0.971 -2.063 -0.083
H -0.504 -1.050 -1.653 0.000
H -1.217 -0.478 -2.879 0.038
```

Computed properties:
E   -12505.7834 eV
Lowest unoccupied orbital energy   0.54 eV



3.
Entry from the Open Molecules 2025 dataset: a 12-piece molecular cluster, C41H113N7O16 overall (ωB97M-V with the def2-TZVPD basis set).

Geometry as XYZ:
```
177
Properties=species:S:1:pos:R:3:lowdin_charge:R:1
C 1.915 -7.009 1.167 -0.068
O 1.350 -6.076 0.142 -0.200
C 2.270 -5.401 -0.716 -0.187
C 1.394 -4.365 -1.621 -0.415
C 0.742 -4.960 -2.893 -0.057
N 2.287 -3.325 -1.978 0.006
H 1.111 -7.512 1.704 0.078
H 2.543 -6.588 1.952 0.071
H 2.587 -7.740 0.718 0.074
H 2.918 -4.761 -0.117 0.101
H 2.989 -5.991 -1.286 0.116
H 0.683 -3.862 -0.966 0.131
H 1.431 -5.148 -3.717 0.069
H 0.021 -4.205 -3.209 0.070
H 0.254 -5.930 -2.793 0.070
H 2.601 -2.831 -1.154 0.071
H 3.145 -3.761 -2.284 0.069
C -6.107 3.630 2.626 -0.115
O -7.467 3.935 2.428 -0.192
C -8.020 3.857 1.095 -0.193
C -8.794 5.197 0.751 -0.406
C -10.004 5.503 1.737 -0.042
N -9.284 5.134 -0.612 0.031
H -5.840 4.083 3.581 0.091
H -5.442 4.053 1.874 0.079
H -5.894 2.563 2.566 0.079
H -7.382 3.504 0.285 0.114
H -8.797 3.099 0.996 0.108
H -7.960 5.854 1.000 0.126
H -10.310 6.542 1.864 0.072
H -9.675 5.197 2.730 0.061
H -10.825 4.795 1.625 0.070
H -10.130 4.598 -0.484 0.058
H -8.785 4.454 -1.168 0.059
C 12.291 2.135 2.390 -0.149
O 11.128 2.534 1.738 -0.172
C 10.380 3.483 2.495 -0.182
C 9.066 3.983 1.728 -0.403
C 9.410 4.812 0.461 -0.073
N 8.291 4.952 2.506 0.016
H 12.645 1.378 1.691 0.084
H 12.287 1.633 3.358 0.087
H 13.138 2.821 2.391 0.086
H 10.084 3.223 3.512 0.113
H 11.005 4.354 2.690 0.116
H 8.421 3.128 1.525 0.126
H 10.103 4.390 -0.267 0.068
H 9.929 5.734 0.724 0.081
H 8.473 4.925 -0.083 0.071
H 7.743 4.292 3.039 0.063
H 7.595 5.365 1.901 0.065
C 8.217 -4.098 4.941 -0.120
O 9.186 -3.103 4.809 -0.210
C 8.893 -1.752 4.529 -0.229
C 8.024 -1.408 3.339 -0.174
N 8.760 -1.407 2.031 -0.052
C 9.634 -2.574 1.834 -0.205
C 10.310 -2.369 0.519 -0.259
O 9.527 -2.759 -0.596 -0.180
C 8.840 -1.642 -1.182 -0.092
H 8.602 -5.086 5.193 0.086
H 7.774 -4.229 3.954 0.074
H 7.487 -3.922 5.731 0.086
H 9.889 -1.321 4.430 0.124
H 8.432 -1.379 5.444 0.117
H 7.788 -0.367 3.560 0.113
H 7.163 -2.073 3.264 0.111
H 9.290 -0.554 1.920 0.098
H 9.068 -3.502 1.918 0.132
H 10.482 -2.540 2.518 0.110
H 11.196 -2.996 0.615 0.116
H 10.834 -1.425 0.371 0.119
H 9.600 -0.865 -1.261 0.079
H 8.037 -1.297 -0.531 0.072
H 8.456 -2.017 -2.130 0.085
C -7.374 -6.857 -0.210 -0.113
O -7.825 -5.686 -0.840 -0.189
C -9.174 -5.659 -1.213 -0.233
C -9.283 -4.879 -2.537 -0.217
N -8.448 -5.323 -3.638 -0.032
C -8.942 -6.631 -4.104 -0.221
C -8.160 -7.245 -5.178 -0.284
O -6.926 -7.488 -4.666 -0.182
C -5.863 -6.668 -5.280 -0.078
H -7.944 -7.020 0.705 0.086
H -6.294 -6.977 -0.122 0.092
H -7.637 -7.788 -0.711 0.077
H -9.645 -5.041 -0.449 0.124
H -9.631 -6.638 -1.359 0.112
H -8.893 -3.910 -2.228 0.114
H -10.328 -4.855 -2.848 0.118
H -7.611 -5.501 -3.101 0.090
H -9.971 -6.522 -4.447 0.125
H -8.970 -7.282 -3.231 0.109
H -8.067 -6.563 -6.023 0.126
H -8.390 -8.287 -5.400 0.136
H -5.863 -6.727 -6.368 0.072
H -4.938 -7.214 -5.093 0.083
H -5.765 -5.585 -5.204 0.085
C 1.753 2.347 -5.140 -0.130
O 0.715 2.850 -5.964 -0.197
C 0.019 1.708 -6.574 -0.187
C -1.469 1.988 -6.903 -0.233
N -1.735 3.242 -7.579 -0.057
C -1.771 3.026 -9.034 -0.179
C -3.254 2.939 -9.607 -0.189
O -3.922 4.092 -9.151 -0.244
C -5.165 4.411 -9.837 -0.066
H 2.371 1.616 -5.662 0.082
H 1.294 1.919 -4.249 0.082
H 2.346 3.218 -4.859 0.086
H -0.067 0.839 -5.922 0.113
H 0.594 1.534 -7.484 0.114
H -2.024 2.116 -5.974 0.116
H -1.845 1.103 -7.418 0.112
H -2.730 3.359 -7.449 0.078
H -0.983 2.309 -9.267 0.106
H -1.194 3.905 -9.322 0.109
H -3.872 2.144 -9.190 0.118
H -3.316 3.002 -10.693 0.110
H -4.960 4.548 -10.899 0.082
H -5.441 5.395 -9.459 0.087
H -5.898 3.642 -9.590 0.086
C 2.056 2.059 2.081 -0.108
O 1.557 0.720 2.116 -0.209
C 1.250 0.181 3.449 -0.176
C 0.404 -1.067 3.127 -0.230
N -1.012 -0.762 2.963 -0.075
C -1.834 -1.973 2.658 -0.158
C -2.924 -1.618 1.576 -0.175
O -2.183 -0.723 0.736 -0.241
C -3.020 -0.194 -0.224 -0.115
H 2.795 2.296 2.846 0.080
H 1.210 2.698 2.334 0.076
H 2.375 2.306 1.069 0.085
H 0.696 0.899 4.054 0.116
H 2.068 -0.282 4.001 0.111
H 0.413 -1.767 3.963 0.114
H 0.843 -1.526 2.241 0.116
H -1.044 -0.176 2.141 0.080
H -2.297 -2.355 3.568 0.106
H -1.131 -2.684 2.224 0.102
H -3.820 -1.212 2.045 0.115
H -3.230 -2.466 0.963 0.118
H -3.772 0.335 0.361 0.088
H -3.363 -1.023 -0.843 0.093
H -2.430 0.528 -0.789 0.092
C 1.958 7.692 2.286 -0.160
O 3.155 7.565 1.538 -0.139
H 1.804 7.260 3.275 0.079
H 1.890 8.776 2.377 0.075
H 1.233 7.312 1.566 0.073
H 2.912 7.754 0.629 0.072
C 4.950 3.748 7.273 -0.173
O 6.277 3.369 6.952 -0.121
H 4.911 4.212 8.258 0.073
H 4.456 4.487 6.641 0.068
H 4.336 2.849 7.222 0.078
H 6.921 4.074 7.048 0.074
C -1.034 4.697 -1.732 -0.190
O -1.464 5.107 -3.009 -0.092
H -0.809 3.633 -1.648 0.062
H -0.051 4.984 -1.359 0.071
H -1.796 4.885 -0.976 0.076
H -2.416 5.102 -2.887 0.072
C -2.093 0.885 8.416 -0.193
O -2.742 0.372 7.289 -0.103
H -2.399 1.885 8.724 0.072
H -2.169 0.252 9.300 0.074
H -1.020 1.040 8.298 0.072
H -2.146 0.218 6.552 0.072
C -8.581 -0.937 4.547 -0.186
O -9.788 -0.280 4.876 -0.101
H -8.257 -0.797 3.515 0.074
H -7.716 -0.728 5.177 0.066
H -8.476 -2.001 4.760 0.071
H -9.966 0.496 4.340 0.075
```

Computed properties:
E   -87521.9095 eV
Lowest unoccupied orbital energy   0.08 eV



4.
Entry from the Open Molecules 2025 dataset: a 2-piece molecular cluster, C5H14NO overall (ωB97M-V with the def2-TZVPD basis set).

Geometry as XYZ:
```
21
Properties=species:S:1:pos:R:3:lowdin_charge:R:1
C -2.362 1.638 1.222 -0.003
C -0.251 2.407 0.372 0.165
N -1.104 1.469 0.504 -0.012
H -2.753 0.650 1.460 0.105
H -3.114 2.060 0.556 0.112
H -2.189 2.240 2.109 0.106
H -0.368 3.283 0.998 0.126
H 0.546 2.206 -0.331 0.120
H -0.907 0.591 -0.085 0.108
C 1.124 -1.112 0.795 -0.053
C 0.573 -1.571 -0.541 -0.427
C 1.652 -1.794 -1.585 -0.046
O -0.382 -0.576 -1.066 -0.083
H 0.309 -0.982 1.511 0.079
H 1.671 -0.173 0.708 0.079
H 1.790 -1.871 1.200 0.096
H 0.026 -2.501 -0.389 0.142
H 2.350 -2.563 -1.252 0.096
H 2.244 -0.879 -1.690 0.093
H 1.230 -2.133 -2.530 0.093
H -0.084 -0.390 -1.965 0.104
```

Computed properties:
Net charge   +1
E   -8942.6201 eV
Lowest unoccupied orbital energy   -4.57 eV